The following is a quantum chemistry calculation of a cluster of 10 separate species, C6H33NO9S in total, from the OMol25 dataset.

Last columns: bonded neighbours and bond lengths (Å).
Atoms and positions in Å:
1 C 0.49 0.45 -1.68  C2 1.527, C5 1.534, H9 1.084, H10 1.090
2 C -0.11 -0.87 -2.17  C1 1.527, C3 1.523, H11 1.097, H12 1.084
3 C 0.43 -2.10 -1.46  C2 1.523, S4 1.820, H13 1.088, H14 1.087
4 S 2.19 -2.44 -1.73  C3 1.820, H15 1.342
5 C 0.08 0.80 -0.24  C1 1.534, N6 1.475, H16 1.090, H17 1.094
6 N -0.88 1.92 -0.15  C5 1.475, C7 1.456, C8 1.459
7 C -1.52 1.89 1.16  N6 1.456, H18 1.086, H19 1.097, H20 1.093
8 C -0.19 3.19 -0.33  N6 1.459, H21 1.090, H22 1.085, H23 1.093
9 H 1.57 0.39 -1.76  C1 1.084
10 H 0.19 1.25 -2.35  C1 1.090
11 H 0.08 -0.97 -3.25  C2 1.097
12 H -1.19 -0.87 -2.07  C2 1.084
13 H 0.31 -2.04 -0.38  C3 1.088
14 H -0.15 -2.97 -1.75  C3 1.087
15 H 2.26 -2.07 -3.02  S4 1.342
16 H -0.41 -0.07 0.20  C5 1.090
17 H 0.96 1.00 0.38  C5 1.094
18 H -2.12 0.99 1.27  C7 1.086
19 H -2.23 2.72 1.26  C7 1.097
20 H -0.82 2.00 1.99  C7 1.093
21 H 0.53 3.38 0.47  C8 1.090
22 H 0.34 3.22 -1.28  C8 1.085
23 H -0.92 4.00 -0.32  C8 1.093
24 H -2.04 1.71 -1.43  O26 1.005
25 H -2.31 1.57 -3.00  O26 0.973
26 O -2.74 1.50 -2.13  H24 1.005, H25 0.973
27 H 3.61 1.64 1.51  O29 0.992
28 H 3.78 1.79 -0.01  O29 0.969
29 O 4.21 1.37 0.76  H27 0.992, H28 0.969
30 H -3.46 -0.03 -1.45  O32 0.986
31 H -4.71 -0.08 -0.62  O32 0.977
32 O -4.03 -0.68 -0.97  H30 0.986, H31 0.977
33 H -1.15 -2.02 1.53  O35 0.990
34 H -0.35 -2.98 2.41  O35 0.969
35 O -0.22 -2.25 1.79  H33 0.990, H34 0.969
36 H -3.19 -1.37 0.38  O38 0.990
37 H -3.35 -2.71 1.11  O38 0.964
38 O -2.88 -1.87 1.17  H36 0.990, H37 0.964
39 H 4.14 -0.38 1.04  O41 0.985
40 H 3.78 -1.78 0.49  O41 0.956
41 O 3.97 -1.31 1.30  H39 0.985, H40 0.956
42 H -4.73 2.05 -1.29  O44 0.962
43 H -4.09 2.06 0.09  O44 0.957
44 O -4.91 1.87 -0.36  H42 0.962, H43 0.957
45 H 1.02 -1.15 2.56  O47 0.986
46 H 2.56 -1.07 2.40  O47 0.995
47 O 1.82 -0.72 2.96  H45 0.986, H46 0.995
48 H 2.83 2.05 3.63  O50 0.966
49 H 2.12 0.91 2.86  O50 0.995
50 O 2.41 1.86 2.78  H48 0.966, H49 0.995

Calculated values
**HOMO level**: -9.25 eV
**Energy above the lowest of the compared OMol25 structures with the same formula, charge and spin**: 0.0 kJ/mol
**Lowest unoccupied orbital energy**: 0.3 eV
**Kohn-Sham gap**: 0.3510 Ha
**Net charge**: 0
**Max |F|**: 0.9 eV/A
**DFT total energy**: -1378.54933 Ha